[1]
Entry from OMol25: a cluster of 6 separate species, C5H24NO5 in total (ωB97M-V with the def2-TZVPD basis set).

Each line ends with the Mulliken spin population.
CARTESIAN COORDINATES (ANGSTROEM)
O -0.988 -1.624 -3.153  0.13
O 0.526 -2.300 2.636  0.17
O -2.964 -1.009 1.142  0.18
O -1.761 -2.759 -0.661  0.27
O -1.943 1.167 -0.134  -0.33
N 0.234 0.170 1.015  0.24
C 2.316 1.163 2.005  0.36
C 2.074 1.353 -0.409  -0.20
C 0.995 1.613 -1.452  0.23
C 1.215 3.041 -2.044  -0.03
C 1.696 0.458 0.807  0.84
H 3.416 1.153 1.890  -0.01
H 1.215 3.753 -1.189  -0.01
H -0.207 1.050 1.403  -0.15
H -2.511 1.930 0.043  0.08
H 2.036 0.580 2.922  -0.22
H 1.888 2.154 2.196  0.00
H -1.723 -0.982 -3.112  -0.01
H 0.937 0.893 -2.275  0.19
H 2.235 3.083 -2.432  0.00
H 0.587 3.138 -2.931  -0.01
H -1.099 -3.283 -0.188  -0.06
H 0.142 -0.628 1.670  -0.06
H -0.277 -0.968 -3.217  -0.01
H -3.192 -1.510 1.931  -0.09
H -0.327 -0.071 0.201  -0.05
H -2.615 0.486 -0.305  0.03
H -2.556 -1.669 0.546  0.00
H 2.154 -0.538 0.796  -0.26
H 0.069 -2.278 3.496  -0.05
H -1.368 -2.525 -1.520  -0.04
H 2.353 2.298 0.032  0.03
H 1.362 -2.748 2.847  -0.03
H -0.003 1.629 -1.074  -0.09
H 2.995 0.860 -0.755  -0.07

Properties
**LUMO (alpha / beta)**: 0.32 / 0.13 eV
**E_HOMO (alpha / beta)**: -0.09444 / -0.40508 Ha
**Spin multiplicity**: 2
**Gap between HOMO and LUMO (alpha / beta)**: 2.894 / 11.154 eV
**Net charge**: 0

=====

[2]
Entry from OMol25: a structure of composition C26H40Cl3MgN4O3Si (ωB97M-V with the def2-TZVPD basis set).

Each line ends with the Löwdin charge.
CARTESIAN COORDINATES (ANGSTROEM)
Cl -0.278 -1.339 2.184  -0.01
Cl -0.599 -2.122 -1.755  0.18
Cl 0.984 -4.472 -0.525  0.26
Si -1.041 -4.849 -0.956  0.07
Mg -0.511 -0.452 -0.108  0.19
O 1.395 0.142 -0.160  -0.29
O -0.740 0.805 -1.797  -0.09
O -2.535 -0.138 0.210  -0.10
N -4.253 6.078 2.906  0.13
N -4.547 -0.885 1.001  -0.17
N 1.188 1.207 -3.019  -0.16
N -0.933 2.233 1.069  0.11
C 4.599 0.481 -0.130  -0.13
C 2.872 2.113 2.492  -0.03
C 3.583 -1.776 0.350  -0.04
C -3.532 5.240 2.516  -0.17
C 3.262 3.417 2.801  -0.10
C 2.295 0.348 0.811  -0.49
C -2.631 4.206 2.036  -0.23
C -2.001 -4.443 -2.545  -0.30
C -1.887 4.413 0.873  0.00
C -2.532 2.974 2.691  0.00
C 2.613 4.133 0.565  -0.10
C 2.173 2.239 -3.306  -0.06
C -1.973 -4.457 0.632  -0.22
C 1.627 -0.159 -3.257  -0.05
C 0.056 1.559 -2.374  -0.30
C -1.654 2.016 2.163  -0.11
C 5.830 -0.026 -0.805  -0.12
C -3.221 -0.928 0.902  -0.30
C -0.993 -6.764 -1.169  -0.26
C -5.320 0.082 0.228  -0.03
C -5.288 -1.871 1.777  -0.04
C -1.050 3.382 0.422  -0.10
C 2.220 2.824 0.265  -0.07
C 3.159 4.421 1.825  -0.12
C 2.431 1.820 1.204  -0.18
C 3.612 -0.283 0.362  -0.22
H -1.589 -4.991 -3.399  0.02
H 2.842 -2.154 -0.377  0.06
H 2.911 2.331 -2.493  0.08
H -5.916 -0.431 -0.541  0.09
H 2.699 1.981 -4.231  0.08
H -0.468 3.533 -0.488  0.09
H -2.002 -7.199 -1.101  0.02
H 2.501 4.912 -0.197  0.09
H 3.500 5.434 2.057  0.09
H -0.118 2.654 -2.393  0.13
H 4.523 1.572 -0.074  0.10
H -2.727 -1.709 1.498  0.07
H -1.846 -3.402 0.907  -0.04
H 6.714 0.147 -0.173  0.07
H 3.657 3.644 3.796  0.09
H -3.056 -4.734 -2.430  0.02
H 5.784 -1.097 -1.052  0.06
H 5.984 0.549 -1.732  0.06
H -3.047 -4.683 0.536  0.03
H 2.149 -0.170 -4.224  0.08
H 1.991 -0.193 1.723  0.07
H -3.109 2.750 3.587  0.12
H -6.001 -1.368 2.440  0.09
H 4.575 -2.182 0.120  0.06
H -5.839 -2.555 1.116  0.09
H -4.632 0.791 -0.240  0.09
H -2.003 -3.371 -2.821  -0.07
H -6.016 0.610 0.895  0.09
H 1.652 3.197 -3.416  0.09
H -0.367 -7.257 -0.414  0.01
H 2.926 1.287 3.206  0.12
H -1.947 5.347 0.315  0.12
H 2.335 -0.485 -2.480  0.09
H -4.574 -2.443 2.376  0.09
H 3.266 -2.152 1.335  0.09
H -1.575 -5.053 1.465  0.03
H 0.767 -0.838 -3.259  0.01
H 1.781 2.552 -0.703  0.08
H -0.581 -7.035 -2.152  0.02
H -1.524 1.043 2.642  0.07

Properties
**LUMO**: 2.05 eV
**E_HOMO**: -0.18010 Ha
**Gap between HOMO and LUMO**: 6.950 eV
**Net charge**: -1

=====

[3]
Entry from OMol25: a cluster of 2 separate species, C4H10NO2 in total (ωB97M-V with the def2-TZVPD basis set).

Each line ends with the Löwdin charge.
CARTESIAN COORDINATES (ANGSTROEM)
O 0.470 -0.331 -0.478  0.20
O 0.873 1.075 1.165  0.15
N 4.127 -0.963 0.006  0.03
C -2.180 -0.473 -0.407  -0.15
C -1.363 -0.036 0.806  0.28
C -2.689 0.583 -1.412  -0.02
C -0.023 0.214 0.497  -0.42
H 3.052 -0.899 -0.434  0.09
H -1.845 1.231 -1.687  0.10
H 4.807 -1.230 -0.592  -0.05
H 4.123 -1.542 0.835  0.00
H -2.927 -1.189 -0.008  0.16
H 0.432 1.416 1.965  0.13
H -1.391 -1.034 -0.947  0.13
H -3.303 1.286 -0.822  0.09
H -1.772 0.655 1.552  0.17
H -3.273 0.372 -2.306  0.11

Properties
**LUMO**: -9.46 eV
**E_HOMO**: -0.45353 Ha
**Gap between HOMO and LUMO**: 2.885 eV
**Net charge**: +1

=====

[4]
Entry from OMol25: the molecule C3H8N2O (ωB97M-V with the def2-TZVPD basis set).

Each line ends with the Löwdin charge.
CARTESIAN COORDINATES (ANGSTROEM)
O -0.244 -0.572 -1.434  0.05
N -1.013 0.168 0.576  0.01
N 1.179 -0.561 0.446  -0.04
C 2.294 0.092 -0.246  -0.12
C -2.366 0.427 0.137  -0.07
C -0.068 -0.336 -0.253  -0.57
H -2.483 -0.031 -0.848  0.08
H -0.730 0.341 1.526  0.13
H 3.231 -0.256 0.197  0.08
H 2.302 -0.106 -1.324  0.08
H 2.226 1.173 -0.089  0.08
H 1.336 -1.566 0.410  0.11
H -2.574 1.500 0.049  0.08
H -3.084 -0.019 0.833  0.08

Properties
**LUMO**: 0.98 eV
**E_HOMO**: -0.34640 Ha
**Gap between HOMO and LUMO**: 10.404 eV
**SMILES**: CNC(=O)NC
**Net charge**: 0

=====

Computed largest force on an atom, in the same sequence as the records: 2.3 2.7 7.2 0.4 eV/A.
Computed electronic energy, in the same sequence as the records: -17298.8843 -90612.3240 -9882.9315 -8268.7052 eV.